C5H10O | ωB97M-V/def2-TZVPD

Last column: Löwdin charge in e.
Element x y z (Å)
C1 1.83188 0.37258 0.04771  -0.113
C2 0.80086 0.37665 1.17260  -0.265
C3 -0.44117 -0.44401 0.83514  -0.165
C4 -1.31520 0.17990 -0.23437  -0.328
C5 -1.46190 -0.44688 -1.55200  -0.144
O1 -2.45462 -0.59137 -0.55579  -0.021
H1 1.43067 0.81175 -0.87346  0.072
H2 2.14209 -0.65431 -0.18160  0.076
H3 2.72632 0.93826 0.32578  0.069
H4 0.49520 1.40635 1.40356  0.108
H5 1.26111 -0.01794 2.08646  0.105
H6 -1.01069 -0.65436 1.75298  0.122
H7 -0.15542 -1.42984 0.44056  0.118
H8 -1.28419 1.22448 -0.50630  0.139
H9 -1.82631 0.15069 -2.39265  0.117
H10 -0.73864 -1.22196 -1.76862  0.110

Forces on the atoms, in the same order (eV/Å):
C 0.069 0.023 -0.072
C 0.040 0.044 0.031
C 0.050 -0.010 -0.150
C 0.761 -0.093 -0.669
C 0.308 -0.333 -0.436
O -0.275 0.047 0.048
H 0.043 -0.059 0.132
H -0.036 0.156 0.020
H -0.105 -0.056 -0.061
H 0.072 -0.136 -0.025
H -0.084 0.030 -0.137
H -0.111 0.292 -0.349
H 0.080 0.068 0.189
H -0.739 0.831 1.477
H 0.436 -0.116 0.130
H -0.511 -0.686 -0.128

Values from the calculation:
E_HOMO   -10.14 eV
Energy relative to the best compared isomer or geometry (same formula, charge and spin)   173.7 kJ/mol
SMILES string   CCC[C@H]1CO1
Orbital gap   11.2917 eV
Total charge   0
E   -271.68647 a.u.

C47H55NP2PdSeSi | ωB97M-V/def2-TZVPD

Last column: Löwdin charge in e.
Element x y z (Å)
Pd1 0.18965 0.16576 -0.05358  0.301
C1 0.30516 0.63981 3.35290  -0.311
N1 1.13779 -0.50003 3.62375  -0.182
C2 1.29823 -1.58132 2.69949  -0.308
P1 1.96422 -1.01637 1.06491  0.967
C3 3.26994 0.14608 1.47123  -0.364
C4 4.46991 -0.30470 2.02235  -0.064
C5 5.42858 0.61207 2.42223  -0.041
C6 5.19828 1.97442 2.26996  -0.041
C7 4.00959 2.42762 1.71391  -0.056
C8 3.04706 1.51280 1.31587  -0.128
C9 2.70037 -2.47966 0.32401  -0.384
C10 3.78076 -2.36348 -0.55408  -0.093
C11 4.34272 -3.49618 -1.11830  -0.045
C12 3.83569 -4.75345 -0.81360  -0.043
C13 2.77182 -4.87932 0.06957  -0.054
C14 2.20417 -3.74985 0.63741  -0.127
C15 1.89693 -0.47686 4.82393  -0.233
C16 2.26329 0.74078 5.39097  -0.028
C17 3.00356 0.76955 6.56518  -0.065
C18 3.39525 -0.40608 7.18349  -0.076
C19 3.02432 -1.61793 6.62343  -0.067
C20 2.27220 -1.66020 5.45867  -0.030
P2 -0.95379 0.50364 2.02778  1.003
C21 -1.75757 2.11026 2.16384  -0.360
C22 -0.97251 3.25811 2.02946  -0.121
C23 -1.54179 4.51259 2.15543  -0.055
C24 -2.90260 4.63154 2.40996  -0.042
C25 -3.68694 3.49501 2.54870  -0.045
C26 -3.12057 2.23420 2.43091  -0.061
C27 -2.14772 -0.75255 2.49092  -0.390
C28 -3.22096 -1.01286 1.63716  -0.144
C29 -4.19909 -1.92089 2.00794  -0.057
C30 -4.10150 -2.58445 3.22446  -0.039
C31 -3.03053 -2.33556 4.07486  -0.041
C32 -2.05521 -1.41690 3.71603  -0.064
H1 0.88147 1.52807 3.05847  0.071
H2 -0.24743 0.93369 4.25297  0.125
H3 0.39528 -2.18541 2.54564  0.075
H4 2.06482 -2.24723 3.08954  0.094
H5 4.65490 -1.36599 2.14588  0.121
H6 6.35719 0.26408 2.85421  0.120
H7 5.95249 2.68531 2.58095  0.119
H8 3.83722 3.48837 1.58435  0.116
H9 2.12452 1.86949 0.86424  0.059
H10 4.20732 -1.39296 -0.77539  0.102
H11 5.18588 -3.39824 -1.78915  0.119
H12 4.28003 -5.63657 -1.25293  0.119
H13 2.38794 -5.85807 0.32567  0.117
H14 1.38313 -3.87218 1.33260  0.088
H15 1.99410 1.67717 4.91818  0.106
H16 3.28057 1.72501 6.99130  0.113
H17 3.97454 -0.37950 8.09629  0.112
H18 3.30504 -2.54611 7.10433  0.113
H19 1.96068 -2.62395 5.07592  0.109
H20 0.08830 3.17993 1.82945  0.082
H21 -0.92544 5.39651 2.05438  0.119
H22 -3.35011 5.61195 2.50709  0.119
H23 -4.74413 3.58736 2.75912  0.118
H24 -3.74250 1.35785 2.55632  0.103
H25 -3.30672 -0.49057 0.69051  0.104
H26 -5.03746 -2.10834 1.34862  0.118
H27 -4.86629 -3.29232 3.51616  0.119
H28 -2.96081 -2.84674 5.02596  0.119
H29 -1.23024 -1.22094 4.39083  0.109
C33 -0.89931 0.51137 -3.27117  -0.190
Si1 0.28337 1.58630 -2.29342  0.733
C34 -0.48376 3.28766 -2.03128  -0.651
C35 -0.57446 3.98495 -3.40110  -0.074
C36 0.32754 4.17581 -1.08363  -0.087
C37 -1.90498 3.10851 -1.48164  -0.097
C38 2.02837 1.46032 -2.99568  -0.655
C39 1.91511 1.53642 -4.52926  -0.075
C40 2.97459 2.56177 -2.51265  -0.080
C41 2.62231 0.10409 -2.60658  -0.123
H30 -1.10359 1.01005 -4.22548  0.054
H31 -1.84812 0.42047 -2.74351  -0.006
H32 -0.50459 -0.48235 -3.49078  0.040
H33 0.41116 4.23581 -3.79797  0.077
H34 -1.12661 4.92286 -3.28463  0.100
H35 -1.10416 3.38838 -4.14738  0.082
H36 1.29243 4.45241 -1.50312  0.068
H37 0.50986 3.68978 -0.12314  0.040
H38 -0.22418 5.10009 -0.88572  0.097
H39 -2.55523 2.59841 -2.19675  0.080
H40 -2.34685 4.09043 -1.28608  0.097
H41 -1.92400 2.54972 -0.54246  0.047
H42 1.53151 2.49959 -4.87031  0.079
H43 1.28013 0.74936 -4.94166  0.080
H44 2.91297 1.40973 -4.96056  0.100
H45 2.66468 3.54860 -2.85619  0.075
H46 3.97404 2.37767 -2.91888  0.099
H47 3.06244 2.58749 -1.42243  0.066
H48 1.98345 -0.74276 -2.87805  0.083
H49 2.80156 0.06973 -1.52794  0.025
H50 3.58641 -0.03784 -3.10659  0.102
Se1 -0.73791 -2.24050 -0.39377  1.000
C42 -2.45136 -2.71019 -0.97349  -0.611
C43 -2.83476 -4.00336 -0.57446  -0.124
C44 -4.07891 -4.48639 -0.92974  -0.048
C45 -4.92902 -3.70316 -1.70482  -0.027
C46 -4.53843 -2.43042 -2.11907  -0.042
C47 -3.30598 -1.92687 -1.75462  -0.104
H51 -2.16035 -4.61440 0.01300  0.104
H52 -4.38104 -5.47695 -0.61811  0.122
H53 -5.89610 -4.09002 -1.99781  0.123
H54 -5.19991 -1.83472 -2.73385  0.122
H55 -3.00573 -0.94292 -2.08485  0.080

Forces on the atoms, in the same order (eV/Å):
Pd -0.202 -0.356 0.045
C -0.025 0.074 -0.018
N -0.202 -0.151 0.197
C 0.193 0.044 -0.036
P -0.065 0.143 -0.035
C 0.038 0.012 0.029
C 0.006 -0.005 0.076
C -0.008 0.019 -0.004
C -0.001 -0.012 0.000
C 0.002 -0.011 0.009
C 0.056 0.009 -0.009
C 0.015 -0.052 0.018
C 0.051 0.050 -0.008
C -0.006 -0.023 0.008
C -0.012 0.018 0.022
C 0.009 0.014 -0.009
C -0.014 -0.006 -0.017
C 0.032 0.037 -0.117
C 0.047 0.076 0.035
C -0.013 0.038 -0.020
C 0.025 0.031 0.038
C -0.023 -0.069 -0.042
C 0.016 -0.028 0.063
P 0.129 -0.018 -0.090
C 0.004 0.040 0.061
C -0.039 -0.006 0.035
C -0.013 -0.001 0.006
C 0.003 -0.003 -0.001
C 0.006 0.009 -0.009
C -0.028 -0.002 -0.056
C -0.013 0.009 0.096
C -0.063 0.032 0.045
C 0.019 0.012 -0.033
C 0.038 -0.002 0.042
C -0.025 -0.001 -0.033
C 0.019 -0.037 -0.023
H 0.014 0.009 -0.021
H 0.009 -0.034 0.052
H -0.067 0.070 -0.033
H 0.015 -0.076 0.014
H -0.009 0.025 -0.013
H -0.006 0.003 -0.003
H -0.007 -0.009 -0.001
H 0.008 -0.010 0.001
H -0.052 -0.010 -0.041
H -0.033 -0.033 0.004
H -0.009 -0.004 0.007
H -0.003 0.007 -0.001
H 0.015 0.011 -0.012
H 0.003 0.010 -0.015
H 0.014 -0.035 0.024
H -0.003 -0.007 -0.004
H -0.010 0.002 -0.015
H -0.008 0.012 -0.008
H -0.009 0.014 -0.016
H 0.027 -0.029 0.013
H -0.013 -0.010 0.005
H 0.005 -0.013 0.000
H 0.012 0.002 -0.001
H 0.022 0.014 0.009
H 0.017 0.021 0.017
H 0.016 0.001 0.011
H 0.008 0.005 -0.005
H -0.006 0.003 -0.015
H -0.010 -0.002 -0.006
C -0.032 0.009 -0.009
Si -0.096 0.047 -0.119
C -0.058 0.174 0.034
C 0.040 0.028 -0.037
C -0.001 0.001 0.054
C -0.087 -0.002 -0.035
C 0.190 -0.024 -0.105
C -0.010 -0.039 -0.053
C 0.031 0.002 0.044
C 0.028 -0.027 0.034
H 0.003 -0.045 0.013
H 0.056 0.013 -0.087
H -0.032 0.015 0.038
H -0.016 -0.010 -0.002
H 0.016 -0.012 -0.009
H -0.002 0.014 0.024
H 0.000 0.015 -0.018
H 0.000 0.000 -0.044
H 0.010 -0.013 0.003
H 0.024 0.017 0.022
H 0.003 -0.019 -0.003
H 0.010 -0.005 0.025
H -0.005 -0.022 0.006
H 0.037 0.015 0.013
H -0.018 0.019 -0.004
H 0.003 -0.003 -0.011
H -0.012 0.009 0.017
H -0.004 -0.001 -0.038
H 0.001 0.027 0.009
H -0.002 -0.007 -0.042
H -0.023 -0.007 0.003
Se -0.071 0.044 0.074
C 0.245 -0.140 -0.025
C -0.040 -0.020 -0.056
C -0.027 0.024 -0.025
C 0.028 -0.041 0.034
C -0.012 0.032 0.001
C -0.059 0.133 0.012
H -0.002 0.025 -0.022
H -0.006 0.006 -0.007
H 0.003 0.012 -0.001
H -0.001 -0.011 0.005
H -0.007 -0.057 0.072

Values from the calculation:
E_HOMO (alpha / beta)   -12.47 / -12.51 eV
Energy relative to the best compared isomer or geometry (same formula, charge and spin)   0.0 kJ/mol
2S+1   5
Orbital gap (alpha / beta)   8.0793 / 4.3476 eV
Total charge   +2
E   -5379.69485 a.u.

C4H5NO2 | ωB97M-V/def2-TZVPD

Last column: Löwdin charge in e.
Element x y z (Å)
O1 -2.69014 0.52736 0.03554  0.084
C1 -1.64091 -0.04734 0.16085  -0.251
C2 -0.41571 0.17280 -0.66308  -0.209
C3 0.52822 0.80940 0.50036  -0.131
N1 1.66262 -0.09434 0.54606  0.069
C4 1.42327 -1.03247 -0.26294  -0.218
O2 0.27005 -1.04434 -0.97620  -0.018
H1 -1.35786 -0.64798 1.04752  0.139
H2 -0.64198 0.64808 -1.63499  0.165
H3 0.81682 1.84159 0.31025  0.114
H4 0.08231 0.81174 1.52152  0.122
H5 2.09011 -1.85737 -0.47817  0.136

Forces on the atoms, in the same order (eV/Å):
O 0.345 -0.349 -0.038
C -0.426 0.105 0.140
C 0.203 0.377 0.562
C -0.189 0.221 -0.531
N 0.147 -0.211 -0.478
C 0.331 0.042 0.194
O -0.013 -0.048 0.226
H -0.643 -0.431 0.058
H 0.368 0.430 0.810
H 0.133 -0.054 -0.201
H -0.190 -0.046 -0.818
H -0.065 -0.036 0.076

Values from the calculation:
E_HOMO   -9.95 eV
Energy relative to the best compared isomer or geometry (same formula, charge and spin)   158.0 kJ/mol
SMILES string   O=C[C@H]1CN=CO1
Orbital gap   10.7828 eV
Total charge   0
E   -360.60924 a.u.

Question: Among the records above, which one has the lowest energy relative to the best compared isomer or geometry (same formula, charge and spin)?
Answer: C47H55NP2PdSeSi